1.
Molecular formula: C9H14N2OS
Method: DFT, the ωB97M-V functional and the def2-TZVPD basis

Orbital gap: 6.38 eV
E: -934.0255 a.u.
LUMO level: -2.060 eV

Geometry as XYZ:
```
27
Properties=species:S:1:pos:R:3:forces:R:3
C 0.34091 0.45635 0.44300 1.97 2.93 1.32
C 1.26343 -0.39763 1.41791 -1.71 -1.73 -0.46
C 2.60617 0.54636 -0.93830 -1.48 1.94 -1.18
H 0.44435 1.49875 0.94717 -0.94 -1.38 -1.12
H 3.15743 0.72258 -1.89500 -0.76 -0.61 0.45
H 0.58039 -1.02162 2.05980 0.70 0.80 -0.23
H -1.52915 2.42088 1.00605 -2.20 -0.59 -0.72
H -3.42759 2.27475 0.79981 -0.39 0.20 0.52
S -1.11284 -1.87311 0.07287 -0.70 1.45 -0.13
H 2.50051 -2.17482 0.92102 0.13 -0.53 0.62
C -2.46363 1.98119 0.44601 2.77 -1.02 0.52
H 1.36374 -1.61124 -0.41789 1.28 -0.49 2.57
H 2.00882 0.10614 2.01991 -0.30 0.65 0.14
C -2.26295 0.45535 0.37499 -1.39 1.16 -0.41
C -3.41945 -0.48082 -0.12605 1.82 0.90 0.66
C -1.05382 -0.09742 0.38390 1.15 -0.80 -0.39
H 0.52793 1.26947 -1.78292 1.01 -1.49 1.67
C 1.02107 0.52290 -1.02371 -0.77 -1.87 -0.44
H 0.80490 -0.58122 -1.27451 -0.25 2.31 -1.21
N -2.73707 -1.68880 -0.23870 -2.75 -3.68 -3.12
N 3.13674 -0.47171 -0.12199 0.38 -4.93 1.27
H -3.24483 -2.77068 -1.71827 0.85 2.39 3.10
O -4.58250 -0.20205 -0.34989 1.40 -0.47 0.03
H -2.34377 2.30685 -0.57076 -0.18 0.51 -0.56
C 2.02968 -1.30643 0.51867 -0.02 0.78 -2.91
H 3.59389 -1.31609 -0.55881 0.00 2.10 -0.48
H 2.79762 1.43207 -0.39430 0.38 1.50 0.50
```
Forces are in eV/Å.

Atomic partial charges in e from the natural (NBO) method, atoms 1 to 5: -0.2739, -0.4324, -0.2374, 0.2326, 0.2101



2.
Molecular formula: C3H17N2O3
Method: DFT, the ωB97M-V functional and the def2-TZVPD basis

Orbital gap: 9.96 eV
Charge: +1
E: -459.4910 a.u.
LUMO level: -2.872 eV

Geometry as XYZ:
```
25
Properties=species:S:1:pos:R:3:forces:R:3
H -3.07856 -0.27061 -0.02282 0.07 0.14 -0.61
H -1.32454 -1.13539 1.18104 0.08 0.13 0.34
H -0.50233 -0.47467 -4.42950 0.14 -0.09 -0.12
H -0.32002 -1.15832 -1.00858 -0.67 0.16 -0.14
H 0.98389 0.46022 3.55928 0.02 0.07 -0.16
O 0.24190 -0.05516 -3.98647 -0.11 0.13 0.22
C -1.10255 -0.15526 0.77087 -0.35 -0.05 -1.22
H 2.75622 -2.53290 2.34419 -0.05 -0.59 0.41
H 1.43419 -3.09472 3.09089 0.56 -0.41 0.17
H 1.61074 1.78166 -1.19148 0.15 0.10 0.11
O 0.89709 0.11548 2.66187 0.34 -0.08 0.53
H 0.64192 2.04453 0.26785 -0.02 0.04 0.01
H -2.17330 1.16171 -0.44074 0.21 -0.34 -0.49
O 1.81430 -2.43968 2.50769 -0.38 0.83 -0.60
H -0.75966 0.54784 1.50706 0.26 -0.12 0.28
N -2.41168 0.44171 0.26255 -0.11 -0.36 1.73
H 0.86575 -0.44631 -0.08919 -0.01 0.60 0.34
H -2.81189 0.86842 1.09723 -0.33 0.27 -0.28
H 0.28763 2.96202 -1.21297 0.07 0.03 0.05
N -0.33746 0.94757 -1.25369 0.41 -0.06 0.71
C 0.60905 1.99927 -0.81958 -0.27 -0.10 -0.56
C -0.15829 -0.24622 -0.42629 0.13 -0.50 -0.45
H 0.95664 -0.69738 -3.96063 -0.02 -0.11 -0.19
H -0.19356 0.70672 -2.23109 0.05 0.13 0.04
H 1.33492 -0.76152 2.70172 -0.21 0.19 -0.10
```
Forces are in eV/Å.

Atomic partial charges in e from the natural (NBO) method, atoms 1 to 5: 0.4308, 0.2263, 0.4863, 0.2083, 0.4791